Entry 1
The following is a quantum chemistry calculation of a single C4H8O4 molecule, from OMol25.

```
16
Properties=species:S:1:pos:R:3:nbo_charge:R:1
C -1.942 -1.094 0.006 -0.290
O -0.630 -1.445 -0.263 -0.503
C 0.062 -0.157 -0.299 0.288
O -0.142 0.840 0.664 -0.516
C 0.240 2.057 0.080 -0.288
C 1.525 -0.730 -0.143 0.748
O 2.727 -0.657 -0.778 -0.564
O 1.477 -1.187 1.333 -0.692
H -2.105 -0.214 0.843 0.216
H -2.562 -1.959 0.104 0.206
H -2.522 -0.792 -1.069 0.143
H -0.096 0.142 -1.294 0.178
H 0.029 2.984 0.694 0.243
H 1.497 1.714 -0.140 0.165
H 0.081 1.914 -1.141 0.190
H 2.360 -1.418 1.403 0.477
```

Calculated values
highest occupied orbital energy	-10.25	eV
SMILES string	COC(OC)C(=O)O

---

Entry 2
The following is a quantum chemistry calculation of a molecular structure, C4H8O4, from OMol25.

```
16
Properties=species:S:1:pos:R:3:nbo_charge:R:1
C 0.141 0.578 0.190 0.624
C -0.299 0.061 -1.051 -0.323
C -0.751 0.619 1.385 -0.722
C 0.167 -1.730 -0.276 0.681
O 1.442 0.833 0.311 -0.628
O 1.328 -2.167 -0.807 -0.711
O -0.662 2.013 -1.090 -0.984
O -0.583 -2.424 0.354 -0.631
H 1.646 1.156 1.198 0.494
H 1.425 -3.118 -0.608 0.480
H 0.067 2.420 -1.577 0.440
H 0.384 0.028 -1.886 0.250
H -1.343 -0.176 -1.165 0.257
H -1.288 -0.324 1.486 0.274
H -0.194 0.815 2.303 0.214
H -1.480 1.415 1.234 0.284
```

Calculated values
highest occupied orbital energy	-7.90	eV

---

Energy ordering: entry 2 at the bottom, the next structure 0.0754 hartree above.

---

Entry 1
The following is a quantum chemistry calculation of a single C8H12N2O2 molecule, from OMol25.

```
24
Properties=species:S:1:pos:R:3:nbo_charge:R:1
C -0.192 -1.150 -1.611 -0.626
C 0.311 0.129 -0.949 -0.021
C 1.498 -0.176 -0.160 -0.210
C 1.711 -1.290 0.646 -0.204
C 0.761 -2.214 1.205 -0.368
C -0.303 -1.875 2.018 0.029
N -0.799 -0.577 2.082 -0.818
C -0.428 1.255 -0.980 0.035
N -1.503 1.563 -1.874 -0.820
C 0.075 2.403 -0.206 0.748
O 0.948 2.334 0.599 -0.602
O -0.531 3.559 -0.392 -0.689
H -1.000 -0.962 -2.314 0.195
H -0.503 -1.773 -0.859 0.236
H 0.565 -1.535 -2.254 0.223
H 2.394 0.399 -0.302 0.225
H 2.658 -1.517 0.963 0.201
H 1.034 -3.298 1.266 0.215
H -0.982 -2.655 2.349 0.197
H -0.286 0.114 1.584 0.394
H -1.255 -0.235 2.861 0.378
H -2.079 0.803 -2.026 0.371
H -2.068 2.425 -1.779 0.402
H -0.026 4.272 0.135 0.509
```

Calculated values
highest occupied orbital energy	-7.59	eV
SMILES string	CC(/C=C\C=C/N)=C(\N)C(=O)O

---

Entry 2
The following is a quantum chemistry calculation of a single C8H12N2O2 molecule, from OMol25.

```
24
Properties=species:S:1:pos:R:3:nbo_charge:R:1
C -3.385 -0.624 0.239 -0.645
C -1.927 -0.712 0.122 0.162
N -1.389 -1.912 0.124 -0.427
C -0.112 -2.104 -0.106 0.019
C 0.803 -1.060 -0.213 -0.095
C 2.304 -1.221 -0.390 -0.089
O 3.121 -0.719 0.636 -0.718
C 0.241 0.253 -0.248 -0.085
C 1.106 1.474 -0.392 -0.270
N 0.633 2.679 0.365 -0.855
C -1.139 0.422 -0.134 0.326
O -1.729 1.638 -0.202 -0.710
H -3.814 -0.346 -0.730 0.230
H -3.686 -1.666 0.629 0.235
H -3.638 0.135 0.951 0.224
H 0.297 -3.119 -0.128 0.182
H 2.420 -2.344 -0.521 0.170
H 2.676 -0.721 -1.337 0.189
H 2.956 -1.256 1.447 0.473
H 1.189 1.730 -1.491 0.207
H 2.173 1.199 -0.133 0.220
H 1.114 3.501 0.073 0.378
H 0.880 2.475 1.359 0.371
H -1.091 2.300 0.080 0.507
```

Calculated values
highest occupied orbital energy	-8.54	eV
SMILES string	Cc1ncc(CO)c(CN)c1O

---

Energy ordering: entry 2 at the bottom, the next structure 0.0498 hartree above.

---

Entry 1
The following is a quantum chemistry calculation of 2 unconnected molecules or ions with the total composition C8H12N2O2, from OMol25.

```
24
Properties=species:S:1:pos:R:3:nbo_charge:R:1
C 0.276 2.265 -0.064 -0.160
C -0.987 1.834 -0.292 -0.301
C 1.326 1.323 0.384 -0.432
C 0.622 -0.763 -1.059 -0.452
C -0.864 -0.475 -1.357 -0.508
C 0.824 -0.211 0.395 -0.040
C -1.154 0.366 -0.099 0.412
C -1.032 -1.390 1.510 -0.381
N -0.528 -0.154 1.001 -0.551
N -3.371 0.286 -0.005 0.522
O -3.802 1.167 0.693 -0.391
O -3.874 -0.570 -0.634 -0.367
H 0.623 3.300 -0.237 0.217
H -1.779 2.605 -0.463 0.261
H 2.304 1.410 -0.330 0.207
H 1.511 1.478 1.384 0.225
H 0.676 -1.916 -1.244 0.236
H 1.206 -0.085 -1.682 0.226
H -1.070 0.065 -2.268 0.235
H -1.481 -1.341 -1.191 0.230
H 1.544 -0.735 1.028 0.226
H -0.663 -2.244 0.801 0.163
H -0.545 -1.539 2.554 0.211
H -2.045 -1.344 1.550 0.210
```

Calculated values
highest occupied orbital energy (alpha / beta)	-8.62 / -8.62	eV

---

Entry 2
The following is a quantum chemistry calculation of a single C8H12N2O2 molecule, from OMol25.

```
24
Properties=species:S:1:pos:R:3:nbo_charge:R:1
C -1.447 0.451 3.168 -0.287
O -1.768 -0.327 1.929 -0.550
C -0.990 0.279 0.837 -0.081
C -1.044 -0.530 -0.588 -0.300
C -2.061 -1.833 -0.331 0.258
N -2.771 -2.934 -0.197 -0.317
C 0.384 -1.171 -1.079 -0.280
C 1.248 -1.862 0.175 0.251
N 2.038 -2.385 1.053 -0.317
C 1.323 -0.176 -1.980 -0.444
C 1.268 1.408 -1.562 -0.092
O 2.621 1.974 -1.881 -0.735
H -2.432 0.910 3.659 0.207
H -0.735 1.359 2.973 0.183
H -0.880 -0.261 3.930 0.212
H 0.132 0.494 1.170 0.196
H -1.479 1.350 0.641 0.187
H -1.590 0.102 -1.441 0.278
H 0.105 -2.093 -1.784 0.284
H 1.117 -0.323 -3.127 0.238
H 2.452 -0.524 -1.809 0.262
H 0.525 1.961 -2.281 0.191
H 1.104 1.621 -0.423 0.185
H 2.879 2.510 -1.050 0.474
```

Calculated values
highest occupied orbital energy	-10.48	eV
SMILES string	COC[C@H](C#N)[C@H](C#N)CCO

---

Energy ordering: entry 1 at the bottom, the next structure 0.0446 hartree above.